No. 1
DFT (the ωB97M-V functional and the def2-TZVPD basis) results for a single C17H15FN4OS molecule at a distorted geometry.

Last column: Mulliken charge in e.
Cartesian coordinates (Å):
O1 0.880 4.832 -3.248  -0.683
F1 4.825 4.351 0.122  -0.316
N1 2.323 0.233 -0.020  -0.755
S1 -1.102 -1.760 -0.708  -0.250
C1 0.595 3.987 -2.385  0.216
C2 1.023 0.067 -0.304  0.319
C3 0.449 -1.729 1.491  -1.332
C4 0.261 -1.087 0.299  0.167
C5 -0.462 -2.876 1.507  0.718
C6 -1.357 -3.021 0.436  0.343
C7 3.652 2.327 0.138  -0.654
C8 2.693 4.182 -1.057  -0.918
C9 3.707 3.656 -0.250  0.288
C10 2.616 1.532 -0.324  0.138
C11 1.596 3.398 -1.423  0.293
C12 1.528 2.117 -0.965  0.752
N2 -1.999 -3.945 3.019  -0.394
N3 -0.691 3.479 -2.551  -0.134
N4 0.522 1.152 -1.050  0.126
C13 -0.578 -3.585 2.833  -0.787
C14 -2.607 -3.870 0.702  -0.446
C15 -2.704 -4.741 1.989  -0.762
C16 -1.263 2.573 -1.666  -1.096
C17 -0.719 1.197 -1.920  0.027
H1 1.232 -1.530 2.217  0.439
H2 4.538 1.918 0.603  0.414
H3 2.800 5.150 -1.380  0.631
H4 -2.630 -3.172 3.406  0.279
H5 -1.053 3.702 -3.486  0.267
H6 -0.054 -4.562 2.791  0.216
H7 -0.309 -2.990 3.704  0.413
H8 -3.421 -3.194 0.758  0.296
H9 -2.730 -4.591 -0.137  0.310
H10 -3.800 -4.905 2.282  0.298
H11 -2.135 -5.606 1.714  0.343
H12 -2.368 2.614 -1.871  0.418
H13 -1.108 2.981 -0.673  0.406
H14 -0.491 1.090 -2.981  0.116
H15 -1.662 0.624 -1.612  0.294

Properties
**E**: -1449.06574 Ha
**Relative energy (zero: lowest compared OMol25 entry of this formula, charge and spin)**: 52.34 kcal/mol
**Net charge**: 0
**E_LUMO**: -0.00532 Eh
**Largest force on an atom**: 0.0730 Eh/bohr
**Gap between HOMO and LUMO**: 8.11 eV

No. 2
DFT (the ωB97M-V functional and the def2-TZVPD basis) results for 2 unconnected molecules or ions with the total composition C3H3F3O at a distorted geometry.

Last column: Mulliken charge in e.
Cartesian coordinates (Å):
C1 0.525 -0.909 -1.697  0.091
C2 0.241 1.065 0.254  -1.155
C3 -0.502 0.109 1.094  1.014
O1 0.905 -1.856 -1.175  -0.237
F1 -1.337 0.576 2.036  -0.263
F2 -1.340 -0.528 0.188  -0.247
F3 0.195 -0.815 1.748  -0.253
H1 0.509 -0.539 -2.726  0.262
H2 1.191 1.135 0.522  0.444
H3 -0.386 1.762 -0.243  0.343

Properties
**E**: -490.81014 Ha
**Relative energy (zero: lowest compared OMol25 entry of this formula, charge and spin)**: 88.21 kcal/mol
**Net charge**: 0
**E_LUMO (alpha / beta)**: 0.00738 / -0.02342 Eh
**Largest force on an atom**: 0.0841 Eh/bohr
**Gap between HOMO and LUMO (alpha / beta)**: 9.68 / 7.61 eV